Record 1
{"formula": "C9H16N3O", "method": "ωB97M-V with the def2-TZVPD basis set", "lumo_energy_ev": [0.7715, 0.7220], "de_lowest_kj_mol": 26.39, "total_charge": 0, "homo_lumo_gap_ev": [4.16, 9.32], "multiplicity": 2, "homo_energy_ev": [-3.38, -8.60], "symbols": ["C", "C", "N", "N", "N", "H", "H", "H", "H", "H", "H", "H", "H", "C", "C", "C", "C", "C", "C", "C", "O", "H", "H", "H", "H", "H", "H", "H", "H"], "xyz": [[3.392, 0.070, -2.873], [2.548, -0.095, -0.514], [1.303, 0.489, -0.768], [3.504, -0.317, -1.503], [2.898, -0.372, 0.805], [1.116, 0.582, -1.753], [0.541, 0.053, -0.242], [4.352, -0.792, -1.274], [3.739, -0.900, 0.975], [2.165, -0.709, 1.415], [2.644, -0.476, -3.478], [4.328, -0.149, -3.356], [3.117, 1.117, -2.990], [-3.807, 1.912, 0.325], [-1.106, -1.194, 1.466], [-1.384, -1.029, 0.119], [-1.635, -0.367, 2.452], [-2.325, -0.049, -0.206], [-2.518, 0.631, 2.076], [-2.856, 0.806, 0.742], [0.063, -1.888, 1.828], [-0.036, -2.832, 1.626], [-0.916, -1.644, -0.637], [-1.426, -0.660, 3.472], [-2.636, 0.027, -1.242], [-2.881, 1.316, 2.827], [-4.680, 1.458, -0.142], [-3.393, 2.600, -0.396], [-4.110, 2.410, 1.249]]}

Record 2
{"formula": "C4H6N4O3S", "method": "ωB97M-V with the def2-TZVPD basis set", "lumo_energy_ev": -0.1317, "smiles": "NC1=N[C@H](O)[C@@](S)([N+](=O)[O-])C=N1", "de_lowest_kj_mol": 560.93, "total_charge": 0, "homo_lumo_gap_ev": 9.08, "homo_energy_ev": -9.21, "symbols": ["N", "C", "N", "C", "O", "C", "S", "N", "O", "O", "C", "N", "H", "H", "H", "H", "H", "H"], "xyz": [[-2.560, -0.162, -0.261], [-1.292, -0.252, 0.097], [-0.733, 0.635, 0.737], [0.629, 0.437, 1.095], [1.250, 1.589, 1.629], [1.510, -0.141, -0.068], [1.466, 0.920, -1.529], [2.848, -0.572, 0.347], [2.909, -1.283, 1.299], [3.803, -0.276, -0.312], [0.566, -1.606, -0.499], [-0.687, -1.412, -0.448], [-3.139, -1.025, -0.464], [-3.095, 0.587, 0.309], [0.754, -0.325, 1.897], [0.477, 2.341, 1.743], [2.792, 1.021, -1.986], [0.926, -2.564, -0.704]]}

Record 3
{"formula": "F3HN2O2S", "method": "ωB97M-V with the def2-TZVPD basis set", "lumo_energy_ev": -0.0667, "smiles": "O=S(=O)(NF)N(F)F", "de_lowest_kj_mol": 75.98, "total_charge": 0, "homo_lumo_gap_ev": 11.51, "homo_energy_ev": -11.57, "symbols": ["O", "S", "O", "N", "F", "N", "F", "F", "H"], "xyz": [[-1.695, -1.843, -0.447], [-1.478, -0.540, 0.019], [-1.239, -0.345, 1.426], [-0.300, 0.356, -0.849], [0.757, -0.496, -1.189], [-3.009, 0.412, -0.573], [-2.826, 1.519, 0.221], [-4.016, -0.228, -0.003], [0.188, 0.986, -0.226]]}

Record 4
{"formula": "C5H6ClN", "method": "ωB97M-V with the def2-TZVPD basis set", "lumo_energy_ev": 1.0191, "smiles": "ClC1=C[C@H]2CN2C1", "de_lowest_kj_mol": 310.95, "total_charge": 0, "homo_lumo_gap_ev": 9.45, "homo_energy_ev": -8.43, "symbols": ["Cl", "C", "C", "C", "C", "N", "C", "H", "H", "H", "H", "H", "H"], "xyz": [[-3.149, -0.041, 0.117], [-1.402, 0.188, -0.043], [-0.659, 1.228, -0.208], [0.772, 0.702, -0.350], [1.519, -0.138, 0.700], [0.817, -0.666, -0.452], [-0.540, -1.173, -0.358], [-0.802, 2.206, 0.011], [1.326, 1.580, -0.915], [2.557, 0.069, 0.736], [1.136, -0.449, 1.746], [-0.790, -1.469, -1.294], [-0.783, -2.036, 0.310]]}

Record 5
{"formula": "C4H7NO", "method": "ωB97M-V with the def2-TZVPD basis set", "lumo_energy_ev": 0.9897, "smiles": "C[C@H]1CN=CO1", "de_lowest_kj_mol": 183.07, "total_charge": 0, "homo_lumo_gap_ev": 11.02, "homo_energy_ev": -10.03, "symbols": ["C", "C", "C", "N", "C", "O", "H", "H", "H", "H", "H", "H", "H"], "xyz": [[1.406, 0.667, 0.232], [0.324, -0.086, -0.534], [-0.410, -1.180, 0.158], [-1.638, -0.410, 0.860], [-1.734, 0.599, 0.099], [-0.731, 0.768, -0.954], [1.852, 1.442, -0.403], [1.015, 1.151, 1.136], [2.202, -0.027, 0.532], [0.765, -0.756, -1.289], [-0.909, -1.795, -0.604], [0.303, -1.807, 0.727], [-2.444, 1.434, 0.041]]}

Record 6
{"formula": "C17H13CrF9N5O", "method": "ωB97M-V with the def2-TZVPD basis set", "lumo_energy_ev": [-2.5303, -2.6858], "de_lowest_kj_mol": 0.00, "total_charge": 1, "homo_lumo_gap_ev": [8.43, 8.92], "multiplicity": 5, "homo_energy_ev": [-10.96, -11.60], "symbols": ["Cr", "N", "C", "C", "C", "C", "C", "N", "C", "C", "C", "C", "C", "N", "H", "H", "H", "H", "H", "H", "H", "H", "H", "N", "C", "C", "N", "C", "H", "H", "H", "H", "F", "C", "F", "F", "C", "O", "C", "F", "F", "F", "C", "F", "F", "F"], "xyz": [[-0.072, 0.139, -0.034], [-2.789, -1.832, 0.676], [-1.613, -2.468, 1.060], [-1.735, -3.757, 1.597], [-0.603, -4.422, 1.999], [0.637, -3.800, 1.862], [0.665, -2.539, 1.323], [-0.436, -1.872, 0.927], [-3.090, -0.637, 0.044], [-4.437, -0.430, -0.289], [-4.813, 0.734, -0.908], [-3.844, 1.695, -1.198], [-2.551, 1.423, -0.843], [-2.165, 0.285, -0.223], [-3.602, -2.410, 0.811], [-2.711, -4.218, 1.683], [-0.679, -5.418, 2.412], [1.552, -4.289, 2.163], [1.607, -2.021, 1.188], [-5.167, -1.196, -0.061], [-5.849, 0.898, -1.171], [-4.095, 2.621, -1.693], [-1.760, 2.132, -1.057], [0.676, 2.660, 3.295], [-0.406, 1.998, 3.821], [-0.788, 1.107, 2.871], [0.048, 1.220, 1.779], [0.920, 2.165, 2.072], [1.202, 3.390, 3.746], [-0.795, 2.212, 4.800], [-1.596, 0.397, 2.894], [1.717, 2.508, 1.433], [2.793, -0.712, -4.229], [1.540, -0.883, -3.786], [0.699, -0.539, -4.761], [1.364, -2.173, -3.520], [1.274, -0.025, -2.512], [0.169, -0.457, -1.869], [2.511, -0.158, -1.568], [2.085, 0.226, -0.269], [3.544, 0.609, -1.838], [2.910, -1.408, -1.426], [1.111, 1.476, -2.914], [2.055, 1.935, -3.724], [1.144, 2.232, -1.777], [-0.074, 1.688, -3.470]]}

Record 7
{"formula": "C3H7InO3", "method": "ωB97M-V with the def2-TZVPD basis set", "lumo_energy_ev": [-5.2083, -5.2565], "de_lowest_kj_mol": 0.00, "total_charge": 1, "homo_lumo_gap_ev": [6.12, 10.06], "multiplicity": 2, "homo_energy_ev": [-11.33, -15.31], "symbols": ["C", "O", "H", "H", "H", "O", "C", "O", "C", "In", "H", "H", "H", "H"], "xyz": [[-1.024, 2.556, -0.001], [-0.568, 1.475, -0.625], [-1.202, 2.494, 1.080], [-1.115, 3.511, -0.537], [-2.705, 2.814, -3.382], [0.254, -0.165, -3.746], [-0.614, 0.446, -4.577], [-1.524, 1.179, -3.692], [-2.338, 2.185, -4.254], [-0.438, 0.600, -2.157], [-1.251, -0.244, -5.166], [-0.152, 1.191, -5.258], [-1.757, 2.856, -4.904], [-3.141, 1.724, -4.846]]}

Record 8
{"formula": "C20H24ClN2O2P", "method": "ωB97M-V with the def2-TZVPD basis set", "lumo_energy_ev": -1.4681, "smiles": "C#Cc1c(CC(=O)Cl)ccc2nc(P(CC)CC)c(OCCCC)nc12", "total_charge": 0, "homo_lumo_gap_ev": 6.76, "homo_energy_ev": -8.23, "symbols": ["C", "C", "C", "C", "C", "C", "O", "Cl", "C", "C", "C", "N", "C", "P", "C", "C", "C", "C", "C", "O", "C", "C", "C", "C", "N", "C", "H", "H", "H", "H", "H", "H", "H", "H", "H", "H", "H", "H", "H", "H", "H", "H", "H", "H", "H", "H", "H", "H", "H", "H"], "xyz": [[2.427, -0.664, 4.299], [1.814, 0.130, 3.429], [0.590, 0.963, 2.772], [0.111, 2.313, 3.468], [0.867, 2.870, 4.786], [0.816, 4.491, 4.806], [-0.148, 5.183, 5.260], [2.311, 5.378, 4.134], [-1.136, 3.038, 2.776], [-1.836, 2.438, 1.478], [-1.306, 1.097, 0.760], [-2.026, 0.684, -0.435], [-1.383, -0.511, -0.939], [-2.147, -1.276, -2.536], [-3.952, -1.760, -2.190], [-4.177, -2.323, -0.670], [-2.237, 0.147, -3.809], [-0.801, 0.823, -4.128], [-0.151, -1.276, -0.319], [0.354, -2.460, -0.994], [1.293, -1.900, -2.004], [2.741, -2.636, -1.991], [3.937, -1.734, -1.373], [3.594, -1.055, 0.056], [0.486, -0.837, 0.895], [-0.087, 0.383, 1.440], [2.913, -1.453, 4.996], [1.993, 2.597, 4.635], [0.528, 2.382, 5.768], [-1.491, 4.013, 3.271], [-2.745, 3.024, 1.083], [-4.356, -2.496, -2.998], [-4.576, -0.775, -2.272], [-4.070, -1.412, 0.033], [-5.246, -2.735, -0.563], [-3.351, -3.090, -0.414], [-2.787, -0.216, -4.767], [-2.902, 0.978, -3.340], [-0.981, 1.734, -4.810], [-0.157, 0.028, -4.682], [-0.269, 1.175, -3.165], [0.818, -2.082, -3.055], [1.364, -0.745, -1.899], [2.719, -3.658, -1.427], [3.007, -2.853, -3.104], [4.841, -2.451, -1.200], [4.321, -0.916, -2.098], [3.147, -1.841, 0.789], [2.874, -0.156, -0.108], [4.561, -0.612, 0.530]]}

Record 9
{"formula": "C5H12O2", "method": "ωB97M-V with the def2-TZVPD basis set", "lumo_energy_ev": 0.8843, "de_lowest_kj_mol": 215.82, "total_charge": 0, "homo_lumo_gap_ev": 10.48, "homo_energy_ev": -9.60, "symbols": ["C", "C", "O", "C", "C", "O", "C", "H", "H", "H", "H", "H", "H", "H", "H", "H", "H", "H", "H"], "xyz": [[2.649, 0.629, -1.892], [1.984, 0.206, -0.591], [1.269, 1.270, 0.015], [-1.066, -0.633, 1.079], [-2.523, -0.662, 1.563], [-3.014, -0.368, 0.246], [-1.684, -0.133, -0.231], [3.306, 1.487, -1.718], [1.898, 0.917, -2.638], [3.242, -0.188, -2.317], [2.737, -0.094, 0.143], [1.329, -0.664, -0.760], [-0.602, -1.619, 1.000], [-0.380, 0.056, 1.573], [-2.904, -1.619, 1.937], [-2.782, 0.131, 2.277], [0.597, 1.563, -0.613], [-1.516, 0.936, -0.430], [-1.463, -0.708, -1.138]]}